Entry 1:
The following is a DFT calculation (wB97M-V/def2-TZVPD) of C28H58BI2O8P as an isolated structure.

Atoms and positions in Å:
O -1.346 6.431 -3.445
P 0.179 7.153 -3.119
I 0.692 6.315 -0.853
B 1.350 6.298 -4.387
I 1.904 4.174 -4.237
H -1.198 5.482 -3.266
H 1.778 6.926 -5.294
C 1.104 2.146 2.064
C 0.859 2.211 3.559
C 0.576 3.689 3.767
O -0.033 4.165 2.557
C 0.111 3.164 1.539
H 0.956 1.155 1.639
H 2.126 2.467 1.838
H -0.024 1.619 3.815
H 1.696 1.848 4.154
H 1.502 4.254 3.925
H -0.092 3.876 4.610
H -0.869 2.706 1.373
H 0.435 3.633 0.606
C 3.066 -1.090 -4.490
C 2.880 -0.794 -3.013
C 2.487 0.670 -3.032
O 1.796 0.898 -4.264
C 1.975 -0.240 -5.122
H 2.981 -2.147 -4.743
H 4.049 -0.737 -4.817
H 2.056 -1.389 -2.611
H 3.767 -0.987 -2.411
H 3.369 1.319 -3.018
H 1.842 0.941 -2.194
H 1.024 -0.781 -5.167
H 2.229 0.094 -6.129
C -3.115 -0.327 1.571
C -2.930 -0.068 0.089
C -1.644 0.738 0.068
O -0.861 0.294 1.186
C -1.684 -0.516 2.037
H -3.750 -1.185 1.792
H -3.552 0.554 2.051
H -2.786 -1.016 -0.439
H -3.767 0.455 -0.375
H -1.843 1.807 0.198
H -1.075 0.600 -0.854
H -1.365 -1.558 1.923
H -1.536 -0.219 3.078
C 2.652 -2.760 3.349
C 2.410 -2.736 4.852
C 2.135 -1.261 5.105
O 1.528 -0.748 3.911
C 1.662 -1.714 2.866
H 2.494 -3.780 2.874
H 3.672 -2.438 3.135
H 1.522 -3.330 5.095
H 3.246 -3.119 5.438
H 3.065 -0.707 5.277
H 1.469 -1.094 5.954
H 0.679 -2.153 2.687
H 1.990 -1.213 1.956
C 1.144 -2.568 0.178
C 2.626 -2.603 -0.156
C 3.247 -2.981 1.177
O 2.275 -3.800 1.873
C 1.015 -3.713 1.170
H 0.496 -2.684 -0.692
H 0.897 -1.622 0.663
H 2.822 -3.386 -0.895
H 3.007 -1.663 -0.546
H 3.439 -2.101 1.782
H 4.181 -3.536 1.065
H 0.847 -4.665 0.655
H 0.209 -3.561 1.889
C -3.848 -2.592 6.442
C -4.594 -1.337 6.028
C -4.439 -1.367 4.518
O -4.367 -2.746 4.138
C -4.189 -3.547 5.313
H -4.138 -2.973 7.422
H -2.771 -2.398 6.456
H -5.650 -1.425 6.298
H -4.203 -0.424 6.477
H -3.509 -0.882 4.205
H -5.273 -0.888 4.001
H -5.129 -4.074 5.508
H -3.407 -4.287 5.135
C -1.629 1.855 -8.936
C -1.516 2.348 -7.505
C -1.005 1.112 -6.788
O -0.216 0.382 -7.737
C -0.431 0.928 -9.044
H -1.616 2.653 -9.679
H -2.555 1.286 -9.062
H -0.773 3.149 -7.446
H -2.453 2.721 -7.093
H -1.831 0.467 -6.468
H -0.395 1.354 -5.915
H 0.471 1.478 -9.333
H -0.588 0.117 -9.757

As for the total charge: 0. The HOMO-LUMO gap is 5.292 eV. The value obtained for the HOMO energy is -6.6 eV. The multiplicity is 1.

Entry 2:
The following is a DFT calculation (wB97M-V/def2-TZVPD) of C26H32N4O4P2PbS2Te as an isolated structure.

Atoms and positions in Å:
Pb 0.763 -0.483 -0.799
S 0.601 -0.806 -3.517
C 1.871 0.248 -4.101
C 1.796 0.651 -5.438
C 2.725 1.504 -6.019
C 2.556 1.926 -7.378
N 2.395 2.261 -8.468
C 3.813 1.946 -5.246
C 3.915 1.533 -3.926
C 2.963 0.705 -3.312
S 3.226 0.289 -1.641
C 4.821 2.793 -5.815
N 5.642 3.459 -6.268
H 0.964 0.299 -6.033
H 4.753 1.870 -3.331
C -3.688 -1.161 0.592
P -2.320 -0.839 -0.598
C -2.707 -2.077 -1.907
C -3.141 0.620 -1.432
C -2.168 1.286 -2.411
P -0.619 1.937 -1.578
C -0.033 2.874 -3.046
C -1.456 3.229 -0.567
H -4.644 -1.236 0.065
H -3.733 -0.332 1.302
H -3.493 -2.081 1.137
H -3.764 -2.027 -2.182
H -2.458 -3.076 -1.555
H -2.093 -1.867 -2.786
H -3.416 1.332 -0.645
H -4.066 0.315 -1.937
H -2.647 2.115 -2.943
H -1.838 0.563 -3.161
H -0.634 3.780 -3.154
H -0.158 2.246 -3.926
H 1.017 3.146 -2.934
H -2.374 3.549 -1.065
H -0.783 4.075 -0.447
H -1.685 2.835 0.423
C 2.969 -3.352 1.278
C 2.794 -2.080 1.964
N 2.655 -1.075 2.505
H 3.349 -4.099 1.974
H 3.658 -3.235 0.442
H 1.999 -3.697 0.896
C 1.073 1.344 3.899
Te 0.059 0.905 2.063
C -0.570 -0.863 3.163
C -0.415 -0.533 4.621
C -1.030 -1.281 5.623
C -0.875 -0.951 6.963
C -0.104 0.150 7.316
C 0.512 0.902 6.325
C 0.373 0.569 4.979
H 1.067 2.416 4.078
H 2.103 1.008 3.801
H 0.060 -1.710 2.887
H -1.597 -1.140 2.923
H -1.634 -2.139 5.349
H -1.352 -1.550 7.730
H 0.020 0.418 8.359
H 1.113 1.764 6.597
O 1.355 3.184 1.774
N 1.928 3.757 0.815
O 1.541 3.440 -0.309
C -2.116 -4.499 1.388
C -0.831 -3.873 0.821
O 0.190 -4.589 0.817
O -0.920 -2.672 0.423
H -1.933 -5.534 1.670
H -2.916 -4.452 0.645
H -2.428 -3.935 2.271

As for the total charge: -2. The calculation puts the relative energy (zero: lowest compared OMol25 entry of this formula, charge and spin) at 42.87 kJ/mol. The HOMO-LUMO gap is 6.348 eV. The value obtained for the HOMO energy is -2.2 eV. The multiplicity is 1.

Entry 3:
The following is a DFT calculation (wB97M-V/def2-TZVPD) of an isolated molecule of C31H35N3O7S.

Atoms and positions in Å:
C -3.332 -2.612 -3.433
C -3.456 -2.341 -1.939
H -2.501 -2.548 -1.450
C -3.857 -0.885 -1.683
N -3.772 -0.458 -0.305
S -2.340 0.244 0.137
O -1.980 1.182 -0.891
O -2.494 0.755 1.469
C -1.096 -1.047 0.164
C -1.063 -1.945 1.215
C -0.060 -2.897 1.258
C 0.908 -2.928 0.258
C 0.848 -2.033 -0.808
C -0.166 -1.095 -0.857
H -0.229 -0.368 -1.652
H 1.604 -2.064 -1.577
C 2.091 -3.813 0.460
O 2.138 -4.743 1.219
O 3.120 -3.393 -0.295
C 4.435 -3.767 0.101
H 5.049 -3.659 -0.795
H 4.450 -4.800 0.461
C 4.908 -2.799 1.200
N 4.413 -1.464 0.894
C 5.063 -0.774 -0.114
O 6.088 -1.215 -0.598
C 4.435 0.477 -0.563
C 5.007 1.184 -1.602
C 4.362 2.304 -2.118
C 3.184 2.748 -1.563
C 2.604 2.100 -0.458
C 3.221 0.911 0.011
C 2.606 0.144 1.019
C 1.366 0.532 1.503
C 0.748 1.687 1.060
C 1.371 2.531 0.142
N 0.825 3.731 -0.237
C 1.595 4.957 -0.130
H 2.663 4.744 -0.128
C 1.234 5.673 1.184
H 1.743 6.637 1.243
O -0.142 5.947 1.270
C -0.898 4.755 1.205
H -1.946 5.054 1.239
C -0.593 3.997 -0.091
H -1.159 3.070 -0.159
H -0.878 4.638 -0.934
H -0.674 4.125 2.078
H 1.548 5.043 2.031
H 1.347 5.609 -0.974
H -0.214 1.943 1.471
H 0.899 -0.073 2.265
C 3.215 -1.088 1.498
O 2.712 -1.790 2.358
H 2.672 3.584 -2.013
H 4.783 2.818 -2.969
H 5.936 0.829 -2.023
H 4.487 -3.084 2.166
H 5.997 -2.780 1.239
H 0.021 -3.593 2.078
H -1.793 -1.863 2.004
C -4.485 -1.189 0.717
H -4.180 -2.245 0.740
C -6.001 -1.089 0.548
C -6.722 -1.679 1.754
H -6.455 -2.725 1.885
H -6.452 -1.140 2.659
H -7.798 -1.614 1.621
H -6.308 -1.622 -0.354
H -6.269 -0.039 0.430
H -4.198 -0.721 1.660
H -4.879 -0.716 -2.037
H -3.196 -0.213 -2.232
H -4.205 -3.011 -1.513
H -2.565 -1.978 -3.872
H -4.275 -2.409 -3.937
H -3.064 -3.650 -3.610

As for the total charge: 0. The calculation puts the relative energy (zero: lowest compared OMol25 entry of this formula, charge and spin) at 13.91 kJ/mol. The HOMO-LUMO gap is 7.136 eV. As for the structure (SMILES): CCCN(CCC)S(=O)(=O)c1ccc(C(=O)OCCN2C(=O)c3cccc4c(N5CCOCC5)ccc(c34)C2=O)cc1. The value obtained for the HOMO energy is -7.8 eV. The multiplicity is 1.

Entry 4:
The following is a DFT calculation (wB97M-V/def2-TZVPD) of an isolated molecule of C5H11NO.

Atoms and positions in Å:
C 0.538 -0.795 -1.026
C 0.476 0.746 -0.933
C 1.160 1.311 0.337
C 1.495 2.582 0.446
N -0.644 -1.577 -0.718
C -1.000 -1.597 0.703
O -1.696 -0.436 1.170
H 1.360 -1.183 -0.429
H 0.809 -0.954 -2.075
H 1.040 1.204 -1.729
H -0.534 1.169 -0.935
H 1.474 0.542 1.043
H 2.048 3.018 1.267
H 1.082 3.268 -0.292
H -1.479 -1.193 -1.152
H -1.714 -2.412 0.792
H -0.121 -1.733 1.325
H -1.316 0.341 0.749

As for the total charge: 0. The calculation puts the relative energy (zero: lowest compared OMol25 entry of this formula, charge and spin) at 211.96 kJ/mol. The HOMO-LUMO gap is 10.393 eV. As for the structure (SMILES): C=CCCNCO. The value obtained for the HOMO energy is -9.3 eV. The multiplicity is 1.

Entry 5:
The following is a DFT calculation (wB97M-V/def2-TZVPD) of an isolated molecule of C21H24Cl2N4O4.

Atoms and positions in Å:
C 1.832 2.331 0.078
C 1.771 0.903 0.463
N 2.589 0.371 1.347
N 2.254 -0.917 1.474
C 1.226 -1.237 0.671
C 0.863 -0.082 -0.017
C -0.199 0.118 -0.984
O -0.405 1.144 -1.592
O -0.964 -0.980 -1.151
C -2.049 -0.798 -2.042
C -2.799 0.492 -1.682
O -3.035 0.766 -0.523
N -3.201 1.229 -2.746
C -3.707 2.567 -2.751
O -3.861 3.115 -3.817
N -3.979 3.058 -1.543
H -3.719 2.493 -0.741
C -4.264 4.461 -1.322
C -5.139 4.618 -0.078
C -4.381 4.252 1.198
C -3.099 5.070 1.320
C -2.213 4.862 0.095
C -2.963 5.260 -1.173
H -3.209 6.324 -1.135
H -2.340 5.088 -2.052
H -1.305 5.461 0.185
H -1.912 3.814 0.030
H -2.560 4.779 2.224
H -3.351 6.130 1.406
H -5.023 4.437 2.062
H -4.134 3.189 1.197
H -5.465 5.658 -0.017
H -6.027 3.991 -0.177
H -4.802 4.814 -2.210
H -2.947 0.925 -3.676
H -2.702 -1.661 -1.894
H -1.683 -0.768 -3.074
Cl 0.609 -2.813 0.611
C 2.993 -1.800 2.338
C 3.807 -2.779 1.529
C 4.608 -2.306 0.496
C 5.352 -3.171 -0.284
C 5.305 -4.533 -0.039
C 4.519 -5.024 0.986
C 3.774 -4.150 1.763
Cl 2.803 -4.806 3.037
H 4.475 -6.083 1.187
H 5.881 -5.216 -0.644
H 5.967 -2.783 -1.082
H 4.640 -1.242 0.312
H 3.647 -1.163 2.939
H 2.299 -2.332 2.993
H 0.889 2.818 0.315
H 2.643 2.819 0.611
H 1.981 2.422 -0.996

As for the total charge: 0. The calculation puts the relative energy (zero: lowest compared OMol25 entry of this formula, charge and spin) at 0.00 kJ/mol. The HOMO-LUMO gap is 10.020 eV. As for the structure (SMILES): Cc1nn(Cc2ccccc2Cl)c(Cl)c1C(=O)OCC(=O)NC(=O)NC1CCCCC1. The value obtained for the HOMO energy is -9.5 eV. The multiplicity is 1.

Entry 6:
The following is a DFT calculation (wB97M-V/def2-TZVPD) of an isolated molecule of C6H6O2.

Atoms and positions in Å:
C -2.129 0.560 0.763
C -1.320 0.459 -0.470
C 0.012 -0.050 -0.460
C 0.754 -0.750 0.629
C 2.163 -0.795 0.067
C 2.098 -0.180 -1.109
H -1.696 1.005 1.471
H -2.391 -0.280 1.170
H -3.107 1.089 0.650
H 0.467 -0.799 1.508
H 3.168 -1.184 0.527
H 3.014 0.054 -1.744
O -1.942 0.598 -1.570
O 0.909 0.272 -1.433

As for the total charge: 0. The calculation puts the relative energy (zero: lowest compared OMol25 entry of this formula, charge and spin) at 266.70 kJ/mol. The HOMO-LUMO gap is 9.140 eV. As for the structure (SMILES): CC(=O)c1ccco1. The value obtained for the HOMO energy is -9.2 eV. The multiplicity is 1.

Entry 7:
The following is a DFT calculation (wB97M-V/def2-TZVPD) of an isolated molecule of C4H4O.

Atoms and positions in Å:
O -0.161 1.296 0.336
C -0.894 0.581 -0.567
C -0.330 -0.615 -0.763
C 0.704 -0.758 0.209
C 0.802 0.476 0.809
H -1.793 1.029 -0.944
H -0.617 -1.458 -1.373
H 0.356 -1.659 0.664
H 1.465 0.963 1.523

As for the total charge: 0. The calculation puts the relative energy (zero: lowest compared OMol25 entry of this formula, charge and spin) at 148.30 kJ/mol. The HOMO-LUMO gap is 9.920 eV. As for the structure (SMILES): c1ccoc1. The value obtained for the HOMO energy is -8.8 eV. The multiplicity is 1.

Entry 8:
The following is a DFT calculation (wB97M-V/def2-TZVPD) of an isolated molecule of C4H5NO2.

Atoms and positions in Å:
N 0.918 1.487 1.180
C 0.853 0.941 0.040
C -1.666 -0.112 -0.490
C -0.909 -1.081 -0.003
O 0.333 -1.399 -0.537
C 1.305 -0.464 -0.335
O 2.460 -0.741 -0.484
H 0.516 1.558 -0.795
H 1.266 0.838 1.887
H -2.543 0.218 0.050
H -1.396 0.416 -1.399
H -1.137 -1.662 0.886

As for the total charge: 0. The calculation puts the relative energy (zero: lowest compared OMol25 entry of this formula, charge and spin) at 202.32 kJ/mol. The HOMO-LUMO gap is 10.881 eV. As for the structure (SMILES): [H]/N=C\C(=O)OC=C. The value obtained for the HOMO energy is -10.1 eV. The multiplicity is 1.

Number 1: lowest unoccupied orbital energy -1.28 eV. Number 2: lowest unoccupied orbital energy 4.12 eV. Number 3: lowest unoccupied orbital energy -0.62 eV. Number 4: lowest unoccupied orbital energy 1.06 eV. Number 5: lowest unoccupied orbital energy 0.55 eV. Number 6: lowest unoccupied orbital energy -0.05 eV. Number 7: lowest unoccupied orbital energy 1.11 eV. Number 8: lowest unoccupied orbital energy 0.80 eV.